Molecular formula: C24H27Br2N2
Method: DFT, wB97M-V/def2-TZVPD

The charge is +1. The max |F| comes out at 2.0 eV Å⁻¹. The calculation puts the HOMO-LUMO gap at 4.72 eV.

The geometry in XYZ format:
```
55
Properties=species:S:1:pos:R:3:forces:R:3:lowdin_charge:R:1
C 2.7975 1.0818 2.9579 0.329 0.028 0.030 -0.21
C 2.3421 0.2337 1.7712 0.279 0.025 0.018 -0.19
C 0.9425 0.5927 1.2624 0.452 0.214 -0.205 -0.13
C -0.1570 -0.0568 2.0336 -0.696 -0.353 1.098 -0.32
N -0.9023 -0.8860 1.3886 1.570 0.994 -0.745 0.05
C -2.0078 -1.4334 2.0507 -1.382 -0.828 0.542 -0.27
C -1.7755 -1.7128 3.5351 -0.033 -0.242 0.018 -0.16
C -1.3219 -0.4308 4.2125 -0.022 0.167 -0.307 -0.16
N -0.2997 0.2430 3.3984 0.290 -0.147 -0.804 -0.05
C 0.5149 1.2606 4.0840 -0.255 -0.213 -0.369 -0.16
C 1.9819 0.8708 4.2308 0.249 0.027 0.211 -0.18
H 3.8599 0.8860 3.1654 -0.261 -0.060 -0.014 0.11
H 2.7500 2.1417 2.6770 -0.049 -0.048 -0.003 0.11
H 3.0705 0.3407 0.9539 -0.171 0.102 0.139 0.10
H 2.3651 -0.8278 2.0471 -0.050 0.068 -0.021 0.12
H 0.8026 1.6787 1.2609 0.089 0.053 0.100 0.12
H 0.8360 0.2805 0.2164 -0.161 -0.069 0.342 0.09
H -2.8445 -0.7319 1.9313 -0.177 -0.105 0.139 0.12
H -2.3030 -2.3505 1.5197 -0.057 0.091 0.247 0.10
H -2.6828 -2.1168 4.0060 0.213 0.237 -0.071 0.12
H -1.0014 -2.4818 3.6425 -0.020 0.115 -0.063 0.12
H -2.1644 0.2575 4.3334 -0.108 -0.069 0.080 0.12
H -0.9246 -0.6276 5.2140 0.090 -0.008 -0.175 0.12
H 0.4215 2.2024 3.5378 0.121 0.129 0.039 0.12
H 0.0676 1.4419 5.0678 0.012 -0.188 -0.215 0.12
H 2.0465 -0.1778 4.5429 -0.085 0.033 -0.037 0.12
H 2.4357 1.4480 5.0488 -0.137 0.009 -0.212 0.12
Br -6.4944 -2.7704 -2.4098 0.445 0.015 0.027 0.82
C -4.6407 -2.4195 -2.3178 -0.289 -0.138 0.061 -0.66
C -3.7713 -3.3441 -1.7701 0.053 -0.583 0.237 -0.09
C -2.4219 -3.0726 -1.6877 -0.020 0.136 -0.073 0.01
C -1.9040 -1.8584 -2.1682 -0.133 -0.055 -0.008 -0.20
C -0.5059 -1.5929 -2.1046 -0.293 0.107 0.073 0.07
C 0.0602 -0.4564 -2.6313 0.211 0.219 -0.212 -0.06
C 1.3962 -0.1327 -2.5860 -0.471 0.075 -0.070 0.06
C 1.9155 1.0858 -3.1152 0.143 0.233 -0.107 -0.20
C 3.2958 1.3504 -3.0864 -0.295 0.017 -0.024 0.01
C 3.7936 2.5372 -3.5790 0.580 -0.105 0.105 -0.10
C 2.9430 3.4891 -4.1089 0.299 0.311 -0.084 -0.65
Br 3.6242 5.1304 -4.7624 -0.149 -0.471 0.177 0.82
C 1.5851 3.2471 -4.1551 -0.624 0.128 -0.133 -0.10
C 1.0725 2.0674 -3.6694 0.188 0.074 -0.012 0.01
C -2.8091 -0.9345 -2.7237 -0.166 -0.193 0.029 0.02
C -4.1537 -1.2191 -2.7958 0.089 0.637 -0.303 -0.10
H -4.1631 -4.2853 -1.4201 0.027 -0.113 0.107 0.11
H -1.7490 -3.7985 -1.2616 0.073 -0.146 0.104 0.13
H 0.1321 -2.3148 -1.6294 0.169 -0.308 0.246 0.14
H -0.5917 0.2288 -3.1344 -0.133 0.151 -0.045 0.08
H 2.0775 -0.8199 -2.1177 0.319 -0.233 0.165 0.14
H 3.9625 0.6102 -2.6781 0.195 -0.107 0.094 0.12
H 4.8513 2.7378 -3.5549 0.174 -0.038 0.037 0.11
H 0.9344 3.9973 -4.5727 -0.154 0.049 -0.038 0.11
H 0.0092 1.9137 -3.7139 -0.137 0.080 -0.032 0.11
H -2.4605 0.0105 -3.1003 -0.080 0.145 -0.056 0.11
H -4.8373 -0.5124 -3.2359 -0.049 0.153 -0.026 0.11
```
Positions in Å, forces in eV/Å.

=====

Molecular formula: C3H3ClNO2
Method: DFT, wB97M-V/def2-TZVPD

The charge is -1. The max |F| comes out at 3.7 eV Å⁻¹. The calculation puts the HOMO-LUMO gap at 7.89 eV.

The geometry in XYZ format:
```
10
Properties=species:S:1:pos:R:3:forces:R:3:lowdin_charge:R:1
C 0.0102 0.1341 -0.1745 -0.050 0.240 -0.072 -0.14
C 0.9363 -0.2296 0.7531 -3.091 -0.733 -1.255 -0.12
C -0.8205 -0.9318 -0.5070 2.277 -1.269 2.636 -0.02
N -0.4731 -1.9602 0.3166 -0.209 1.481 -2.097 -0.28
O -0.8300 -3.1345 0.3831 -0.036 -0.598 0.259 -0.05
O 0.6435 -1.5607 1.0798 0.290 0.914 0.279 0.04
Cl 1.8669 2.6972 0.5415 0.077 0.278 0.079 -0.58
H -0.3034 1.0805 -0.5397 0.932 0.916 -0.094 0.07
H 1.4035 0.5649 1.2928 1.288 -0.265 0.931 -0.02
H -1.3758 -0.9062 -1.3884 -1.479 -0.963 -0.667 0.11
```
Positions in Å, forces in eV/Å.

=====

Molecular formula: C2H4S3
Method: DFT, wB97M-V/def2-TZVPD

The charge is 0. The max |F| comes out at 3.7 eV Å⁻¹. The calculation puts the HOMO-LUMO gap (spin up / spin down) at 6.17 / 6.98 eV.

The geometry in XYZ format:
```
9
Properties=species:S:1:pos:R:3:forces:R:3:lowdin_charge:R:1
C -0.5826 -0.3615 -0.2108 1.417 2.548 -2.248 -0.79
C -1.5039 0.6486 -0.3964 -0.658 -0.563 -0.048 -0.60
S 0.8910 -0.2945 -1.0101 0.125 -0.199 0.105 0.62
S 4.3250 0.5438 0.5379 -0.174 0.448 0.160 0.30
S -2.9902 0.4352 0.4839 0.731 -0.917 1.084 0.75
H -0.8166 -1.1566 0.4055 -0.346 -1.554 1.278 0.00
H -1.4186 1.4693 -1.1548 0.027 -0.907 1.028 0.09
H 4.5206 -0.6665 0.0399 0.059 -0.471 -0.192 -0.32
H -2.4246 -0.6177 1.3050 -1.179 1.615 -1.166 -0.04
```
Positions in Å, forces in eV/Å.

=====

Molecular formula: C5H9NO
Method: DFT, wB97M-V/def2-TZVPD

The charge is 0. The max |F| comes out at 0.6 eV Å⁻¹. The calculation puts the HOMO-LUMO gap at 10.33 eV.

The geometry in XYZ format:
```
16
Properties=species:S:1:pos:R:3:forces:R:3:lowdin_charge:R:1
C -1.1411 0.5974 0.7540 -0.010 0.033 0.037 -0.03
C 0.1879 0.1814 0.0990 0.086 0.115 0.035 -0.45
C 1.3679 1.0813 0.4101 0.024 0.016 -0.002 -0.03
C 0.2974 -1.3657 0.1506 0.056 -0.107 0.236 -0.11
N -0.2589 -1.4342 -1.2172 -0.004 0.023 -0.144 0.08
C -0.1202 -0.0411 -1.3819 -0.160 0.348 -0.329 -0.46
O -0.2028 0.6690 -2.3477 -0.155 -0.385 0.411 0.11
H -1.1551 0.3428 1.8205 0.123 0.154 -0.145 0.09
H -1.9721 0.0569 0.2814 0.117 0.131 0.137 0.09
H -1.3287 1.6686 0.6339 0.054 -0.143 0.012 0.09
H 1.5926 1.1359 1.4808 -0.077 -0.049 -0.130 0.08
H 1.1437 2.0926 0.0528 0.049 -0.128 0.092 0.09
H 2.2641 0.7407 -0.1219 -0.127 0.025 0.146 0.09
H 1.3294 -1.7362 0.1581 -0.221 0.039 0.074 0.12
H -0.2890 -1.8726 0.9248 0.079 0.145 -0.138 0.12
H -1.1694 -1.8469 -1.3644 0.166 -0.218 -0.294 0.13
```
Positions in Å, forces in eV/Å.

=====

Molecular formula: C4H9NO
Method: DFT, wB97M-V/def2-TZVPD

The charge is 0. The max |F| comes out at 0.5 eV Å⁻¹. The calculation puts the HOMO-LUMO gap (spin up / spin down) at 7.71 / 7.27 eV.

The geometry in XYZ format:
```
15
Properties=species:S:1:pos:R:3:forces:R:3:lowdin_charge:R:1
C 0.7609 1.4513 0.9853 -0.071 -0.108 -0.007 -0.14
C 1.1109 0.6363 -0.2228 0.318 0.421 -0.028 -0.07
C -0.8743 -0.6444 -1.5057 -0.156 -0.223 -0.242 -0.05
N -1.3507 -1.1193 -0.3110 -0.053 0.123 0.130 -0.04
C -0.4928 -1.3731 0.6811 0.311 0.140 0.011 -0.35
O 0.7348 -1.2053 0.4257 -0.464 -0.224 0.162 -0.09
H 1.3087 2.4057 0.9424 -0.114 -0.142 -0.013 0.08
H -0.3052 1.7014 1.0259 0.112 -0.096 -0.041 0.07
H 1.0398 0.9494 1.9164 -0.052 0.042 -0.141 0.07
H 2.1283 0.2650 -0.2563 -0.133 0.004 0.003 0.08
H 0.7996 1.0779 -1.1603 0.012 -0.136 0.105 0.05
H 0.0182 -1.1367 -1.8674 -0.041 0.161 0.062 0.06
H -1.6433 -0.3987 -2.2322 0.113 0.059 0.134 0.05
H -2.3366 -1.0444 -0.0980 0.151 -0.057 -0.012 0.14
H -0.8983 -1.5652 1.6771 0.066 0.035 -0.126 0.13
```
Positions in Å, forces in eV/Å.

=====

Molecular formula: CuH8O4
Method: DFT, wB97M-V/def2-TZVPD

The charge is +1. The max |F| comes out at 5.0 eV Å⁻¹. The calculation puts the HOMO-LUMO gap at 8.47 eV.

The geometry in XYZ format:
```
13
Properties=species:S:1:pos:R:3:forces:R:3:lowdin_charge:R:1
Cu 0.2005 0.1179 -0.5591 0.472 -1.377 -0.942 0.27
O 1.9801 0.2076 -0.7113 3.205 -1.004 -0.493 -0.04
H 2.5124 0.7007 -0.0703 0.077 -0.402 -0.200 0.11
H 2.2523 -0.7413 -0.7213 0.396 1.215 0.107 0.12
O -0.9049 1.5189 -0.4674 -3.683 3.307 0.769 -0.05
H -1.8746 1.4682 -0.2151 1.663 0.273 -0.312 0.14
H -0.4826 2.1786 0.1065 -0.658 0.115 -0.280 0.10
O -1.0944 -1.2269 -0.9327 -1.711 -2.824 1.029 -0.03
H -1.8337 -1.0879 -1.5126 -0.492 0.211 -0.788 0.09
H -1.4506 -1.9147 -0.3015 0.746 1.006 -0.895 0.13
O 0.1469 -0.2799 1.4437 -0.001 0.382 1.618 -0.02
H 0.3652 0.2494 2.2269 -0.090 -0.260 -0.097 0.10
H 0.1833 -1.1904 1.7142 0.077 -0.643 0.484 0.08
```
Positions in Å, forces in eV/Å.

=====

Molecular formula: C3HI3
Method: DFT, wB97M-V/def2-TZVPD

The charge is 0. The max |F| comes out at 0.8 eV Å⁻¹. The calculation puts the HOMO-LUMO gap at 7.15 eV.

The geometry in XYZ format:
```
7
Properties=species:S:1:pos:R:3:forces:R:3:lowdin_charge:R:1
C 2.3203 0.2693 -0.0371 -0.359 0.223 0.049 -0.03
C 1.4710 1.1008 0.1068 -0.523 0.590 0.086 -0.81
C -1.7610 -0.6802 0.0848 0.368 0.214 0.130 -1.30
I -3.5389 -0.0197 -0.7209 -0.128 -0.200 -0.032 0.64
I -1.5993 -2.7153 0.3889 -0.222 -0.029 -0.094 0.65
I 0.0735 2.5349 0.3403 0.446 -0.428 -0.074 0.84
H 3.0344 -0.4898 -0.1627 0.419 -0.370 -0.064 0.01
```
Positions in Å, forces in eV/Å.